1.
2 unconnected molecules or ions with the total composition C13H11ClN5O10, computed with ωB97M-V with the def2-TZVPD basis set.

The geometry in XYZ format:
```
40
Properties=species:S:1:pos:R:3:forces:R:3:nbo_charge:R:1
C -4.3503 -1.9758 -0.9045 -0.346 0.067 -0.080 -0.6215
C -2.8968 -2.2568 -0.6254 0.117 0.500 0.314 -0.0720
O -2.2557 -0.9560 -0.6198 -0.473 -1.300 0.097 -0.5148
C -0.9174 -1.0308 -0.5450 1.611 1.097 -0.329 0.7604
C -0.2443 0.2646 -0.8431 -2.565 0.054 1.621 -0.5317
Cl 0.9223 0.1382 -2.0412 1.757 -0.034 -1.357 -0.0138
C -0.8754 1.6138 -0.7209 1.524 -1.808 -0.333 0.7438
O -0.2136 2.6419 -0.6859 -0.497 -0.049 -0.139 -0.6669
O -2.2202 1.5890 -0.6533 -0.401 0.894 0.015 -0.5134
C -2.8206 2.8949 -0.7261 0.126 -0.234 0.263 -0.0707
C -4.3007 2.6951 -0.9130 -0.426 -0.073 -0.150 -0.6198
O -0.3093 -2.0728 -0.2993 -0.682 0.517 -0.462 -0.6841
H -4.9208 -2.9046 -0.9980 0.062 0.037 0.054 0.1991
H -4.7885 -1.3757 -0.1003 0.043 -0.071 -0.130 0.2080
H -4.4534 -1.4188 -1.8445 0.030 -0.094 0.208 0.2104
H -2.7396 -2.7315 0.3574 -0.024 -0.009 -0.465 0.1875
H -2.4510 -2.8651 -1.4237 -0.001 0.045 0.352 0.1843
H -2.6029 3.4366 0.2047 0.019 0.045 -0.317 0.1794
H -2.3925 3.4289 -1.5799 0.041 0.062 0.255 0.1877
H -4.8051 3.6631 -0.9992 0.076 -0.055 0.041 0.2003
H -4.5071 2.1332 -1.8331 0.086 0.061 0.215 0.2085
H -4.7465 2.1550 -0.0729 0.089 0.016 -0.079 0.2071
O 6.0546 -2.8506 1.3732 -0.466 0.852 -0.282 -0.3790
N 5.5356 -1.8284 0.9552 -1.547 1.366 -0.543 0.4066
C 4.2555 -1.3162 0.8604 2.132 -1.452 0.184 0.0215
C 4.3296 -0.0658 0.2391 1.941 1.573 -0.346 0.1140
N 5.6256 0.2611 -0.0503 -2.581 -1.001 0.537 -0.0905
O 6.3510 -0.8187 0.3582 0.223 -0.831 0.203 -0.1644
C 3.1709 0.8049 0.2519 -1.645 -0.513 0.211 -0.0118
N 3.3190 2.1834 -0.2578 -0.160 1.386 -0.514 0.5173
O 3.7816 2.3351 -1.3983 -0.542 -0.449 1.915 -0.3543
O 2.9706 3.1158 0.4869 0.528 -1.683 -1.118 -0.3615
C 1.9538 0.3781 0.8058 1.046 2.005 -0.627 -0.1391
C 1.9324 -0.8823 1.4167 -0.771 -2.273 1.749 0.0675
N 1.0092 -1.4336 2.3215 0.737 1.570 -1.525 0.4174
O -0.1722 -1.2074 2.5411 1.371 -0.172 0.266 -0.3616
O 1.6952 -2.4007 3.0616 -0.334 -0.277 -0.887 -0.1507
N 2.9488 -2.6236 2.5331 -0.056 1.502 -1.871 -0.0936
C 3.0623 -1.7338 1.5047 -0.667 -1.215 3.062 0.0840
H 1.0660 1.0160 0.8640 0.624 -0.058 -0.010 0.3105
```
Forces are in eV/Å.

Calculated values
Kohn-Sham gap: 5.3 eV
LUMO energy: 0.0526 hartree
Net charge: -1
HOMO level: -3.835 eV



2.
A gas-phase ion, C2H3O2S2 (charge -1), computed with ωB97M-V with the def2-TZVPD basis set.

The geometry in XYZ format:
```
9
Properties=species:S:1:pos:R:3:forces:R:3:nbo_charge:R:1
C 0.4394 -0.9695 0.8793 -3.955 -0.114 -0.963 -0.5957
C 0.3538 -0.0725 -0.2535 0.197 2.050 -1.040 -0.5554
O -0.7030 2.1936 0.3501 -0.972 -0.057 0.149 -0.8710
O -1.0148 1.6004 -1.9975 -0.460 -0.648 0.251 -0.9129
S -0.1938 -1.9628 -0.4697 -0.537 -2.051 -0.816 -0.3424
S -1.1537 1.1544 -0.6064 2.698 0.587 0.371 1.6515
H 1.3411 -1.3033 1.1465 3.558 -0.740 1.328 0.2010
H -0.3177 -1.0225 1.6448 0.068 0.720 0.632 0.2044
H 1.2487 0.3822 -0.6936 -0.597 0.252 0.089 0.2206
```
Forces are in eV/Å.

Calculated values
Kohn-Sham gap (spin up / spin down): 3.8 / 5.7 eV
LUMO energy (spin up / spin down): 0.1327 / 0.0562 hartree
Net charge: -1
Spin multiplicity: 3
HOMO level (spin up / spin down): -0.182 / -4.124 eV



3.
A single C5H7NO molecule, computed with ωB97M-V with the def2-TZVPD basis set.

The geometry in XYZ format:
```
14
Properties=species:S:1:pos:R:3:forces:R:3:nbo_charge:R:1
C 1.3581 -0.4653 0.1045 -0.302 0.079 1.049 0.7003
C -1.8258 -1.5474 0.0131 -0.193 0.597 -2.221 -0.3907
C -1.1172 -0.5492 -0.4452 0.507 3.207 -0.492 -0.1780
C 0.5027 1.4787 0.0130 -0.543 -0.758 -2.572 -0.2057
C -0.0926 0.1371 0.4608 0.296 -0.445 1.312 -0.3601
N 1.7505 0.7862 -0.3094 -3.466 -1.731 -0.206 -0.6153
O 1.9103 -1.5360 0.2017 -0.546 1.134 -0.236 -0.5733
H -2.4424 -2.0137 -0.7180 -0.790 -0.769 0.199 0.2078
H -1.7419 -1.7661 1.0184 -0.052 -1.098 1.765 0.2031
H -1.2778 -0.0225 -1.4916 0.566 -1.558 2.033 0.2092
H -0.0601 1.9005 -0.8947 1.007 -0.271 1.265 0.1842
H 0.7066 2.1905 0.7554 -0.389 1.168 1.077 0.1935
H -0.2717 0.2319 1.6365 0.008 -0.979 -2.568 0.2381
H 2.6013 1.1752 -0.3444 3.897 1.424 -0.404 0.3870
```
Forces are in eV/Å.

Calculated values
Structure (SMILES): C=C[C@@H]1CNC1=O
Kohn-Sham gap: 10.3 eV
LUMO energy: 0.0360 hartree
Net charge: 0
HOMO level: -9.365 eV



Results for energy relative to the best compared isomer or geometry (same formula, charge and spin): 0.246 2.138 2.140 (in eV, following the order of the records).